ORCA calculation (ωB97M-V/def2-TZVPD) on a cluster of 2 separate species, C10H16 in total in a non-equilibrium geometry.

```
26
Properties=species:S:1:pos:R:3:nbo_charge:R:1
C 1.58 -1.74 0.60 -0.618
C 1.17 -0.62 -0.36 -0.429
C 1.27 0.71 0.29 0.008
C 0.71 1.01 1.52 -0.242
C 0.48 2.35 1.97 -0.186
C 0.78 3.39 1.14 -0.239
C 1.43 3.08 -0.08 -0.206
C 1.87 1.83 -0.39 -0.208
H 1.44 -1.84 1.64 0.218
H 2.71 -1.89 0.57 0.200
H 1.32 -2.65 0.03 0.209
H 1.97 -0.75 -1.10 0.217
H 0.18 -0.78 -0.82 0.226
H 0.58 0.30 2.30 0.208
H -0.03 2.44 2.92 0.207
H 0.41 4.35 1.45 0.215
H 1.66 3.95 -0.69 0.210
H 2.50 1.66 -1.24 0.210
C -2.59 -1.49 -1.90 -0.622
C -2.84 -2.17 -0.52 -0.627
H -1.57 -1.38 -2.24 0.203
H -2.87 -2.36 -2.54 0.210
H -3.21 -0.64 -2.09 0.210
H -3.68 -1.48 -0.21 0.211
H -3.11 -3.23 -0.57 0.208
H -2.17 -2.03 0.32 0.207
```

The energy above the lowest of the compared OMol25 structures with the same formula, charge and spin comes out at 2.0991 eV. As for the net charge: 0. The value obtained for the HOMO energy is -8.80 eV. The calculation puts the frontier orbital gap at 9.8 eV.

ORCA calculation (ωB97M-V/def2-TZVPD) on a cluster of 2 separate species, C17H16F3NO3 in total in a non-equilibrium geometry.

```
40
Properties=species:S:1:pos:R:3:nbo_charge:R:1
C 5.77 -0.79 0.61 -0.260
O 4.84 -0.66 1.71 -0.473
C 3.59 -0.20 1.47 0.399
C 2.64 -0.31 2.54 -0.279
C 1.32 -0.05 2.30 -0.090
C 0.86 0.36 1.02 -0.116
C -0.54 0.53 0.82 0.098
C -1.19 0.82 -0.41 -0.209
C -2.43 1.52 -0.40 -0.101
C -3.08 1.84 -1.56 -0.271
C -2.53 1.45 -2.81 0.370
O -3.20 1.85 -3.93 -0.476
C -2.61 1.58 -5.22 -0.260
C -1.33 0.71 -2.85 -0.280
C -0.68 0.39 -1.67 -0.119
C 1.84 0.64 0.03 -0.128
C 3.17 0.33 0.23 -0.324
H 6.67 -1.21 1.06 0.214
H 5.38 -1.46 -0.17 0.191
H 5.99 0.19 0.17 0.185
H 2.99 -0.65 3.50 0.243
H 0.58 -0.18 3.09 0.260
H -1.14 0.56 1.74 0.272
H -2.83 1.84 0.57 0.237
H -4.02 2.39 -1.56 0.240
H -3.33 1.99 -5.93 0.213
H -1.64 2.10 -5.33 0.187
H -2.48 0.51 -5.39 0.188
H -0.90 0.39 -3.80 0.223
H 0.23 -0.20 -1.70 0.226
H 1.55 1.11 -0.91 0.224
H 3.90 0.47 -0.58 0.228
H -2.29 -0.94 0.92 0.328
N -1.98 -1.72 1.49 -0.853
C -2.10 -1.53 2.78 0.534
C -2.25 -2.96 3.49 0.893
F -3.10 -3.83 2.88 -0.328
F -1.00 -3.53 3.51 -0.346
F -2.65 -2.83 4.79 -0.333
O -2.02 -0.52 3.52 -0.707
```

As for the net charge: 0. The value obtained for the HOMO energy is -7.60 eV. The calculation puts the frontier orbital gap at 5.5 eV.

ORCA calculation (ωB97M-V/def2-TZVPD) on a structure of composition C18H19NO5S in a non-equilibrium geometry.

```
44
Properties=species:S:1:pos:R:3:nbo_charge:R:1
C 3.68 -2.62 2.66 -0.247
H 4.04 -3.23 3.30 0.184
H 3.36 -1.65 2.96 0.193
H 4.46 -2.50 1.75 0.200
O 2.69 -3.13 1.97 -0.460
C 2.45 -3.30 0.86 0.786
O 3.27 -2.92 0.16 -0.653
C 1.06 -4.05 0.35 -0.096
O -0.04 -3.38 0.93 -0.524
C -0.50 -2.12 0.38 0.365
C -1.80 -1.78 0.98 -0.318
C -2.21 -0.63 0.36 -0.125
C -1.48 0.22 -0.78 -0.432
C -0.61 -0.47 -1.25 -0.052
C 0.12 -1.60 -0.83 -0.335
H 0.98 -1.97 -1.02 0.226
H 0.00 0.16 -2.09 0.204
S -2.36 1.62 -1.27 2.331
O -3.72 1.84 -0.73 -0.884
O -2.53 1.44 -2.67 -0.966
N -1.32 2.83 -1.12 -0.702
C -1.06 2.89 0.52 -0.246
C 0.06 2.04 0.66 -0.060
C 0.16 1.18 1.86 -0.155
C 1.24 0.19 1.57 -0.226
C 2.25 0.42 0.83 -0.228
C 2.40 1.38 -0.18 -0.162
C 1.05 2.05 -0.38 -0.029
C 1.12 3.12 -1.29 -0.453
C -0.35 3.24 -1.96 -0.212
H -0.52 2.37 -2.89 0.225
H -0.45 4.13 -2.55 0.203
H 1.25 4.12 -1.00 0.225
H 1.92 2.99 -2.21 0.222
H 3.12 1.29 -0.90 0.219
H 2.96 -0.39 0.95 0.216
H 1.36 -0.36 2.47 0.203
H -0.67 1.24 2.66 0.239
H -1.91 2.69 0.94 0.222
H -0.82 3.91 0.66 0.221
H -3.14 0.12 0.97 0.233
H -2.15 -2.20 2.09 0.274
H 1.09 -5.02 1.00 0.211
H 1.07 -4.05 -0.57 0.165
```

The energy above the lowest of the compared OMol25 structures with the same formula, charge and spin comes out at 16.8156 eV. As for the net charge: 0. The value obtained for the HOMO energy is -8.60 eV. The calculation puts the frontier orbital gap at 8.6 eV.

ORCA calculation (ωB97M-V/def2-TZVPD) on the molecule C5H11NO in a non-equilibrium geometry.

```
18
Properties=species:S:1:pos:R:3:nbo_charge:R:1
C -0.90 1.46 -1.29 -0.693
C -0.63 1.50 0.21 -0.206
N -0.29 0.02 0.59 -0.465
C -1.41 -0.75 1.10 -0.418
C 0.66 -0.65 -0.05 0.698
C 2.16 -0.14 0.11 -0.746
O 0.56 -1.74 -0.58 -0.625
H -0.97 0.45 -1.83 0.254
H -0.31 2.29 -1.79 0.229
H -1.90 1.82 -1.73 0.228
H 0.24 2.02 0.36 0.206
H -1.42 1.78 0.95 0.219
H -1.45 -0.50 2.20 0.198
H -2.27 -0.41 0.45 0.192
H -1.26 -1.80 1.12 0.235
H 2.53 0.47 0.93 0.215
H 2.66 0.32 -0.77 0.225
H 2.48 -1.19 0.18 0.254
```

The energy above the lowest of the compared OMol25 structures with the same formula, charge and spin comes out at 2.5688 eV. As for the net charge: 0. The value obtained for the HOMO energy is -9.08 eV. The calculation puts the frontier orbital gap at 10.0 eV.

ORCA calculation (ωB97M-V/def2-TZVPD) on a cluster of 14 separate species, C5H38N2O14 in total in a non-equilibrium geometry.

```
59
Properties=species:S:1:pos:R:3:nbo_charge:R:1
C -0.31 -0.07 0.58 -0.249
N 0.51 1.17 0.53 -0.704
C 0.57 1.89 1.82 -0.370
C 1.31 1.18 2.93 0.479
O 2.33 0.59 2.70 -0.608
C 0.51 -1.36 0.34 -0.246
N 1.12 -1.29 -1.02 -0.708
C 1.34 -2.64 -1.57 -0.420
H -0.87 -0.15 1.57 0.226
H -1.07 0.03 -0.18 0.179
H 1.45 0.96 0.16 0.404
H -0.49 2.14 2.21 0.268
H 1.06 2.89 1.73 0.224
H 0.96 1.19 3.97 0.159
H 1.26 -1.53 1.15 0.205
H -0.16 -2.24 0.42 0.227
H 2.04 -0.78 -0.96 0.407
H 1.97 -3.34 -0.89 0.218
H 0.34 -3.15 -1.76 0.184
H 1.79 -2.58 -2.50 0.192
H 3.43 -1.92 0.68 0.497
H 4.35 -3.02 1.08 0.460
O 3.45 -2.86 0.96 -0.980
H -2.12 -3.18 2.22 0.485
H -2.35 -1.89 1.47 0.512
O -1.85 -2.25 2.19 -0.993
H -0.45 2.08 -0.59 0.524
H -1.14 3.30 -1.39 0.512
O -1.17 2.33 -1.19 -1.021
H -3.14 -1.20 -0.73 0.492
H -3.27 -0.22 0.39 0.495
O -3.24 -1.17 0.19 -1.005
H 0.95 -1.43 3.43 0.489
H -0.60 -1.47 3.06 0.509
O 0.11 -0.94 3.48 -0.999
H 2.19 0.86 -4.26 0.476
H 1.06 1.04 -3.30 0.503
O 1.92 1.43 -3.56 -0.981
H 3.04 1.60 -2.27 0.512
H 3.87 2.62 -1.40 0.485
O 3.62 1.66 -1.50 -0.999
H -3.57 0.77 -2.31 0.497
H -2.81 2.01 -1.86 0.464
O -3.67 1.70 -2.01 -0.993
H -2.97 -1.37 -3.15 0.487
H -1.88 -0.48 -2.58 0.510
O -2.79 -0.80 -2.43 -0.990
H 3.70 0.47 -0.25 0.521
H 3.11 0.15 1.22 0.512
O 3.36 -0.23 0.35 -1.043
H -3.84 1.64 0.00 0.509
H -2.31 1.76 0.02 0.497
O -3.08 1.49 0.54 -0.997
H 0.17 -0.29 -2.11 0.508
H -0.68 1.06 -2.19 0.500
O -0.36 0.27 -2.72 -1.034
H -2.70 1.47 2.54 0.491
H -1.87 0.61 3.46 0.476
O -2.16 1.51 3.29 -0.952
```

The energy above the lowest of the compared OMol25 structures with the same formula, charge and spin comes out at 3.2122 eV. As for the net charge: 0. The value obtained for the HOMO energy is -9.40 eV. The calculation puts the frontier orbital gap at 9.5 eV.

ORCA calculation (ωB97M-V/def2-TZVPD) on a cluster of 4 separate species, C3H14N2O2 in total in a non-equilibrium geometry.

```
21
Properties=species:S:1:pos:R:3:nbo_charge:R:1
N 0.74 -0.83 0.00 -0.877
C -0.23 -0.46 -1.06 -0.067
C 0.39 0.47 -2.09 -0.704
C -0.34 -1.27 -2.27 -0.022
N -0.43 -1.55 2.84 -1.138
H 0.41 -1.69 0.46 0.391
H 0.00 -0.64 2.60 0.421
H -1.07 0.04 -0.56 0.300
H -0.27 1.33 -2.19 0.295
H 1.20 0.94 -1.50 0.373
H 0.83 0.40 -3.10 0.308
H 0.54 -1.80 -2.69 0.241
H -1.24 -1.27 -2.86 0.234
H -1.42 -1.43 2.52 0.347
H -0.36 -1.77 3.79 0.358
H 1.33 1.64 2.21 0.439
H 0.73 -0.09 0.74 0.445
O 0.53 1.18 2.04 -1.203
H -0.02 1.85 0.99 0.497
H -0.86 2.87 0.07 0.449
O -0.44 2.10 0.07 -1.085
```

The energy above the lowest of the compared OMol25 structures with the same formula, charge and spin comes out at 5.5975 eV. As for the net charge: 0. The value obtained for the HOMO energy is -8.02 eV. The calculation puts the frontier orbital gap at 6.3 eV.

What did the first record say?
ORCA calculation (ωB97M-V/def2-TZVPD) on a cluster of 2 separate species, C10H16 in total in a non-equilibrium geometry.

```
26
Properties=species:S:1:pos:R:3:nbo_charge:R:1
C 1.58 -1.74 0.60 -0.618
C 1.17 -0.62 -0.36 -0.429
C 1.27 0.71 0.29 0.008
C 0.71 1.01 1.52 -0.242
C 0.48 2.35 1.97 -0.186
C 0.78 3.39 1.14 -0.239
C 1.43 3.08 -0.08 -0.206
C 1.87 1.83 -0.39 -0.208
H 1.44 -1.84 1.64 0.218
H 2.71 -1.89 0.57 0.200
H 1.32 -2.65 0.03 0.209
H 1.97 -0.75 -1.10 0.217
H 0.18 -0.78 -0.82 0.226
H 0.58 0.30 2.30 0.208
H -0.03 2.44 2.92 0.207
H 0.41 4.35 1.45 0.215
H 1.66 3.95 -0.69 0.210
H 2.50 1.66 -1.24 0.210
C -2.59 -1.49 -1.90 -0.622
C -2.84 -2.17 -0.52 -0.627
H -1.57 -1.38 -2.24 0.203
H -2.87 -2.36 -2.54 0.210
H -3.21 -0.64 -2.09 0.210
H -3.68 -1.48 -0.21 0.211
H -3.11 -3.23 -0.57 0.208
H -2.17 -2.03 0.32 0.207
```

The energy above the lowest of the compared OMol25 structures with the same formula, charge and spin comes out at 2.0991 eV. As for the net charge: 0. The value obtained for the HOMO energy is -8.80 eV. The calculation puts the frontier orbital gap at 9.8 eV.

- What is the formula in the sixth record?
  C3H14N2O2

- Number 4 is which compound?
  C5H11NO